Record 1
# C5H13N2O

A gas-phase ion, C5H13N2O (charge +1) (ωB97M-V with the def2-TZVPD basis set, the Open Molecules 2025 dataset).

Its net charge is +1. Its structure (SMILES) is C=C(N)C[C@H]([NH3+])CO. The HOMO-LUMO gap is 9.4 eV. The energy relative to the best compared isomer or geometry (same formula, charge and spin) comes out at 52.5 kcal/mol. Its LUMO energy is -3.16 eV.

Each line ends with the Mulliken charge.
Element x y z (Å)
C -1.4319 -0.0385 -2.4475  -1.14
C -1.0609 0.0204 -1.1687  0.76
N -1.5849 -0.6660 -0.0767  -0.39
C 0.0432 0.9666 -0.7446  -1.25
C 1.0745 0.5200 0.2902  0.25
N 1.4234 -0.9213 0.0128  -0.34
C 0.6554 0.6838 1.7674  -0.61
O 0.6785 -0.6155 2.3694  -0.59
H -2.2847 -0.6913 -2.6782  0.24
H -0.8529 0.2272 -3.3042  0.32
H -2.3860 -1.2496 -0.2925  0.27
H -1.8092 -0.1256 0.7466  0.15
H 0.5981 1.3168 -1.6170  0.42
H -0.4094 1.9567 -0.4808  0.40
H 1.9798 1.1337 0.1935  0.48
H 1.8701 -1.3287 0.8365  0.35
H 1.9932 -1.1032 -0.8169  0.34
H 0.5489 -1.4448 -0.1107  0.35
H -0.4038 0.9809 1.8865  0.28
H 1.1198 1.3525 2.4934  0.38
H 0.2389 -0.9740 3.1416  0.32

Force components x, y, z for each atom (eV/Å):
C -0.9450 -2.0107 0.5338
C 0.9936 1.3781 -0.0266
N -0.7467 -0.8525 -0.0159
C 0.1260 1.6443 -0.6942
C 0.2921 0.8218 0.4037
N 0.0548 -0.2379 0.1521
C -3.0592 -1.3062 2.5775
O 1.7092 -1.5543 -1.2713
H 0.1993 0.3729 -0.0037
H 0.3588 0.7394 -0.0449
H 0.1195 -0.0249 -0.1111
H 0.1482 0.2503 -0.0663
H 0.0184 -0.4787 -0.3255
H 0.2153 -0.8546 0.5511
H -0.0970 -0.4299 -0.3777
H 0.0199 -0.0119 0.1607
H 0.0156 0.5011 0.0755
H -0.3116 0.0821 0.1620
H 0.3135 0.3828 -0.8733
H 1.0602 0.3516 -1.0244
H -0.4848 1.2372 0.2183

=====

Record 2
# C5H13N2O

2 unconnected molecules or ions with the total composition C5H13N2O (ωB97M-V with the def2-TZVPD basis set, the Open Molecules 2025 dataset).

Its net charge is +1. The HOMO-LUMO gap is 4.0 eV. The energy relative to the best compared isomer or geometry (same formula, charge and spin) comes out at 116.9 kcal/mol. Its LUMO energy is -8.28 eV.

Each line ends with the Mulliken charge.
Element x y z (Å)
O -1.0367 0.2465 0.3313  -0.36
C -0.6623 0.3306 -0.8163  -0.09
C 0.4903 -0.3353 -1.3917  0.04
C 1.3560 -1.2904 -0.7023  -0.42
C 2.6579 -0.4702 -0.2759  -0.66
C 2.3476 0.7487 0.6044  -0.48
N 1.6497 0.3410 1.8145  -0.45
N -5.4647 0.1557 0.1814  -0.66
H -1.2810 0.9145 -1.5095  0.39
H 0.5210 -0.2078 -2.4712  0.38
H 0.9260 -1.6731 0.2202  0.42
H 1.7315 -1.9830 -1.4499  0.30
H 3.1862 -0.1710 -1.1775  0.39
H 3.2870 -1.1195 0.3344  0.35
H 3.2890 1.1827 0.9275  0.43
H 1.7783 1.5036 0.0205  0.25
H 0.6430 0.2740 1.7102  0.22
H 1.9056 0.9417 2.5827  0.26
H -6.2732 -0.1093 -0.3539  0.23
H -5.5983 1.1362 0.4159  0.23
H -5.4531 -0.4157 1.0054  0.22

Force components x, y, z for each atom (eV/Å):
O 0.9450 -0.4965 0.0128
C -2.0625 1.3892 0.5982
C 1.0817 -2.2759 0.5218
C -0.7479 1.6960 -0.8564
C 0.5533 0.8943 0.3616
C -0.7117 -0.5185 0.2269
N 0.1815 0.2069 -0.5599
N 0.2759 0.4652 -0.5257
H 0.1604 0.0446 -0.2254
H 0.6201 0.0983 -0.0494
H -0.1042 -0.1279 0.0117
H -0.0137 -0.4482 0.1910
H 0.1458 0.0053 -0.0209
H -0.1833 -0.4978 -0.3436
H 0.1345 0.1225 -0.2564
H 0.0762 -0.0809 -0.0413
H 0.0949 0.0603 0.2045
H -0.2269 -0.0750 0.2412
H -0.2398 -0.1798 -0.2103
H 0.0751 -0.3086 0.2619
H -0.0546 0.0263 0.4577

=====

Record 3
# C5H13N2O

A gas-phase ion, C5H13N2O (charge +1) (ωB97M-V with the def2-TZVPD basis set, the Open Molecules 2025 dataset).

Its net charge is +1. The HOMO-LUMO gap is 8.3 eV. The energy relative to the best compared isomer or geometry (same formula, charge and spin) comes out at 110.7 kcal/mol. Its LUMO energy is -2.91 eV.

Each line ends with the Mulliken charge.
Element x y z (Å)
C -1.1542 1.1729 1.0228  -0.86
C -0.3315 -1.1598 1.1159  -1.04
C -0.4663 1.5317 -0.3258  -0.49
C 0.2970 -0.4828 -1.2081  0.90
C 1.7173 -0.0654 -0.9074  -1.47
N -0.0370 -1.5457 -1.9124  -0.35
N -0.3710 0.1478 1.8356  -0.17
O -0.6562 0.4794 -1.2305  -0.39
H -1.1999 2.0141 1.5893  0.54
H -1.9789 0.7238 0.6596  0.44
H -1.3226 -1.4761 0.8788  0.34
H 0.1596 -2.0488 1.6432  0.27
H -0.9871 2.4389 -0.8136  0.39
H 0.5593 1.6870 -0.0261  0.35
H 1.8987 -0.0280 0.1703  0.32
H 2.0227 0.6242 -1.6297  0.36
H 2.3530 -0.9009 -0.9686  0.58
H -0.8477 -1.4857 -2.5190  0.27
H 0.7333 -2.1953 -2.1693  0.28
H 0.6072 0.4166 2.0437  0.35
H -0.9957 0.1522 2.7511  0.38

Force components x, y, z for each atom (eV/Å):
C 4.2603 -0.9351 -2.1037
C 1.5450 -1.0453 -1.0173
C -1.2498 1.3883 1.1432
C -0.8756 0.4731 2.0222
C -1.1328 -2.3637 1.4177
N 1.4773 -0.6577 -1.1419
N -2.1844 -0.3409 1.6366
O 1.0060 -0.9099 -0.7794
H -0.8541 2.4141 1.6581
H -3.4476 -1.4306 0.0379
H -0.8575 0.1182 -0.1128
H -0.3555 1.8194 -0.1848
H 1.0917 -1.2909 1.0591
H 0.4544 0.5429 -0.8941
H -0.3212 1.6298 -0.2511
H 0.7106 1.6946 -0.5091
H 0.7027 -1.5854 -1.1358
H 0.0372 -0.2230 0.2914
H -1.1678 0.7116 0.2152
H -0.9215 0.2288 0.1382
H 2.0825 -0.2385 -1.4894

=====

Record 4
# C5H13N2O

A gas-phase ion, C5H13N2O (charge +2) (ωB97M-V with the def2-TZVPD basis set, the Open Molecules 2025 dataset).

The multiplicity is 2. Its net charge is +2. The HOMO-LUMO gap (spin up / spin down) is 10.0 / 4.8 eV. The energy relative to the best compared isomer or geometry (same formula, charge and spin) comes out at 46.9 kcal/mol. Its LUMO energy (spin up / spin down) is -8.97 / -14.10 eV.

Each line ends with the Mulliken charge.
Element x y z (Å)
N -1.9328 1.0032 0.4411  -0.24
C -0.4130 0.8059 0.4426  -0.02
C -0.0251 -0.6025 -0.0808  -0.93
C 0.4100 -0.6169 -1.5507  -0.31
C 0.7773 -2.0403 -1.9556  -1.41
C 0.0957 1.0271 1.8521  0.32
N 1.3854 1.3700 2.0391  -0.19
O -0.5950 0.9221 2.8625  -0.23
H -2.2848 1.1877 1.3854  0.36
H -2.2085 1.7942 -0.1433  0.40
H -2.4227 0.1762 0.0911  0.39
H -0.0354 1.5481 -0.2670  0.45
H -0.8512 -1.2981 0.0842  0.54
H 0.7761 -1.0282 0.5297  0.40
H -0.3641 -0.2115 -2.1947  0.38
H 1.3295 -0.0398 -1.6403  0.32
H 0.9045 -2.1083 -3.0295  0.38
H 0.0098 -2.7830 -1.7172  0.38
H 1.6774 -2.3800 -1.4595  0.38
H 1.7556 1.5103 2.9943  0.33
H 2.0113 1.7636 1.3164  0.31

Force components x, y, z for each atom (eV/Å):
N 0.3264 0.0239 0.2041
C -0.8711 -0.4162 -0.7192
C 0.0947 -0.1835 0.1449
C 0.3691 -0.4706 0.4469
C -0.5623 -0.4506 -0.0862
C 2.0082 0.5317 -0.5866
N 0.3433 0.1946 0.1516
O -0.7791 -0.0554 0.5668
H -0.2231 0.0208 0.0493
H -0.0715 0.1336 -0.1037
H 0.0149 -0.1550 -0.0783
H 0.3036 0.1156 0.4250
H -0.2084 0.0463 0.0736
H 0.1496 0.1639 0.0352
H -0.0990 0.1677 -0.1323
H -0.1269 0.4415 -0.1689
H 0.2492 0.0896 -0.1404
H -0.1488 0.2313 0.0757
H 0.3141 0.0559 0.0204
H -0.3997 -0.2855 -0.2403
H -0.6832 -0.1997 0.0625

=====

Record 5
# C5H13N2O2

A gas-phase ion, C5H13N2O2 (charge +1) (ωB97M-V with the def2-TZVPD basis set, the Open Molecules 2025 dataset).

Its net charge is +1. Its structure (SMILES) is CC(C)(O)[C@]1(O)[NH2+][C@H]1N. The HOMO-LUMO gap is 11.3 eV. The energy relative to the best compared isomer or geometry (same formula, charge and spin) comes out at 33.9 kcal/mol. Its LUMO energy is -2.83 eV.

Each line ends with the Mulliken charge.
Element x y z (Å)
C -1.4818 0.4380 -1.3491  -1.59
C -0.9487 -0.3605 -0.1872  1.05
C -1.4226 0.1137 1.1797  -1.41
O -1.2189 -1.7192 -0.2752  -0.60
C 0.7805 -0.3184 -0.0516  0.48
O 1.1232 -1.4082 0.7033  -0.58
N 1.3810 0.9194 0.5480  -0.25
C 2.0462 0.2283 -0.7691  -0.37
N 3.2271 -0.3828 -0.6795  -0.38
H -1.2326 1.4895 -1.2673  0.37
H -2.5680 0.3533 -1.3399  0.43
H -1.1122 0.0534 -2.2967  0.44
H -0.8391 -0.3391 1.9776  0.37
H -1.3942 1.1932 1.2719  0.34
H -2.4496 -0.2155 1.3060  0.42
H -1.2820 -2.0197 -1.1892  0.37
H 0.3550 -2.0088 0.7676  0.46
H 1.8510 0.7855 1.4410  0.28
H 0.8767 1.7971 0.4724  0.27
H 1.8958 0.9130 -1.5930  0.43
H 4.0569 0.1206 -0.9449  0.25
H 3.3261 -1.1556 -0.0393  0.24

Force components x, y, z for each atom (eV/Å):
C -0.1022 -0.2745 0.1309
C 2.4522 0.6190 -0.1423
C -0.0399 -0.2235 -0.2304
O -0.3246 -0.3681 0.0996
C -0.2129 -0.2875 -0.0383
O 0.2742 0.0287 0.1506
N -0.0774 0.3583 0.5013
C -2.6987 -0.0085 -0.1380
N 0.4282 -0.3983 0.2143
H 0.0963 0.2002 0.0024
H -0.0582 0.0635 -0.0663
H 0.0625 -0.0035 -0.1207
H 0.0269 -0.0024 0.0766
H 0.0354 0.1720 0.0029
H -0.1488 0.0514 -0.0203
H 0.0512 0.0534 -0.0584
H 0.1221 0.1661 -0.1989
H -0.0281 -0.0417 -0.1002
H 0.0328 -0.0528 -0.0481
H 0.0410 0.0789 0.0605
H 0.0315 -0.0898 -0.0150
H 0.0366 -0.0409 -0.0621

=====

It is found that the energy values, taken in the order of the records, are -382.77797; -382.67529; -382.68529; -382.31557; -458.02851 hartree.